A structure of composition C2HBr2F3 at a distorted geometry, computed with wB97M-V/def2-TZVPD.

Last column: Mulliken charge in e.
Cartesian coordinates (Å):
C1 0.550 0.066 -1.235  0.17
C2 -0.671 -0.023 1.066  0.11
F1 1.662 -0.606 -1.047  -0.17
F2 0.772 1.368 -1.331  -0.18
F3 -1.930 0.329 0.858  -0.16
Br1 -0.472 -1.898 1.366  -0.06
Br2 0.260 1.088 2.264  -0.03
H1 -0.172 -0.323 -1.942  0.31

Force components x, y, z for each atom (eV/Å):
-0.95 0.65 1.92
1.03 -0.54 -1.76
-0.05 -0.08 -0.18
0.15 -0.17 -0.21
-0.04 0.08 0.18
-0.18 0.12 0.16
-0.10 0.12 0.01
0.13 -0.19 -0.12

Values from the calculation:
- net charge = 0
- F_max (hartree/bohr) = 0.0436
- molecular weight (g mol⁻¹) = 241.83
- HOMO (alpha / beta) (Eh) = -0.3215 / -0.3256
- Kohn-Sham gap (alpha / beta) (Ha) = 0.327 / 0.304
- energy relative to the best compared isomer or geometry (same formula, charge and spin) (eV) = 1.890
- E_tot (eV) = -150323.9772



The molecule C5H7NO at a distorted geometry, computed with wB97M-V/def2-TZVPD.

Last column: Mulliken charge in e.
Cartesian coordinates (Å):
C1 0.206 1.458 0.552  -1.21
C2 0.393 0.372 -0.542  0.73
C3 -0.197 -1.022 -0.243  -0.89
C4 -0.076 -1.593 1.147  -0.01
O1 0.393 -1.063 2.126  -0.47
C5 -0.235 0.770 -1.815  0.00
N1 -0.798 1.026 -2.793  -0.44
H1 -0.110 2.414 0.116  0.40
H2 1.150 1.616 1.082  0.28
H3 -0.525 1.145 1.301  0.30
H4 1.461 0.270 -0.760  0.22
H5 -1.276 -1.015 -0.470  0.35
H6 0.230 -1.765 -0.937  0.38
H7 -0.511 -2.611 1.211  0.35

Force components x, y, z for each atom (eV/Å):
-0.02 0.00 0.04
0.03 0.08 -0.16
-0.05 0.01 0.04
0.15 0.16 0.33
-0.10 -0.19 -0.64
-0.54 0.33 -0.81
0.63 -0.20 0.93
0.09 -0.28 0.07
-0.21 -0.06 -0.09
0.03 0.12 -0.22
-0.09 -0.04 0.12
0.20 -0.05 0.11
-0.14 0.15 0.16
0.03 -0.02 0.09

Values from the calculation:
- net charge = 0
- SMILES = C[C@H](C#N)CC=O
- F_max (hartree/bohr) = 0.0222
- molecular weight (g mol⁻¹) = 97.12
- HOMO (Eh) = -0.3809
- Kohn-Sham gap (Ha) = 0.405
- energy relative to the best compared isomer or geometry (same formula, charge and spin) (eV) = 0.977
- E_tot (eV) = -8835.2255



The molecule C19H26Cl2N2O2, computed with wB97M-V/def2-TZVPD.

Last column: Mulliken charge in e.
Cartesian coordinates (Å):
O1 0.833 1.639 2.808  -0.65
C1 1.498 0.831 2.198  0.68
N1 1.634 0.825 0.859  0.16
H1 2.206 0.116 0.425  0.18
C2 1.040 1.830 0.009  -1.87
H2 0.508 2.516 0.672  0.53
H3 1.841 2.384 -0.493  0.49
C3 0.068 1.287 -1.076  1.23
N2 -1.024 0.470 -0.538  0.38
C4 -0.761 -0.926 -0.229  0.03
H4 -0.196 -1.412 -1.020  0.67
C5 -2.106 -1.645 -0.085  -1.08
O2 -2.865 -1.101 0.966  -0.39
C6 -3.068 0.277 0.751  -1.00
H5 -3.620 0.644 1.617  0.38
C7 -1.741 1.024 0.604  -0.20
H6 -1.954 2.081 0.454  0.55
H7 -1.174 0.913 1.540  0.01
H8 -3.668 0.425 -0.159  0.39
H9 -1.955 -2.698 0.156  0.33
H10 -2.662 -1.559 -1.031  0.41
H11 -0.216 -1.039 0.720  -0.17
C8 -0.555 2.517 -1.784  -1.14
C9 -0.896 2.212 -3.238  -0.92
C10 0.383 2.016 -4.056  -0.62
C11 1.481 1.394 -3.189  -1.01
C12 0.862 0.486 -2.130  -1.13
H12 1.643 -0.105 -1.649  0.36
H13 0.186 -0.200 -2.641  0.62
H14 2.071 2.176 -2.708  0.29
H15 2.164 0.813 -3.811  0.41
H16 0.728 2.975 -4.446  0.34
H17 0.173 1.373 -4.912  0.31
H18 -1.485 3.028 -3.659  0.50
H19 -1.512 1.312 -3.267  0.32
H20 -1.459 2.825 -1.264  0.46
H21 0.144 3.354 -1.749  0.45
C13 2.233 -0.323 2.895  -1.84
C14 1.443 -1.577 2.676  -0.38
C15 0.293 -1.807 3.428  -0.04
C16 -0.507 -2.912 3.217  -0.81
C17 -0.151 -3.827 2.237  0.40
C18 0.984 -3.632 1.467  -0.86
C19 1.758 -2.504 1.686  1.48
Cl1 3.139 -2.270 0.661  -0.21
H22 1.253 -4.339 0.700  0.44
Cl2 -1.131 -5.217 1.954  -0.21
H23 -1.402 -3.061 3.797  0.44
H24 0.019 -1.084 4.181  0.45
H25 2.277 -0.087 3.958  0.43
H26 3.244 -0.417 2.498  0.45

Force components x, y, z for each atom (eV/Å):
-0.21 0.24 0.30
0.49 -0.39 0.26
0.06 -0.02 -0.56
0.01 0.02 0.18
-0.28 0.11 -0.24
0.08 0.01 -0.10
-0.10 0.08 0.04
0.21 0.25 0.05
0.02 0.00 -0.05
-0.37 -0.31 0.09
0.05 -0.01 -0.02
0.40 -0.14 -0.18
-0.07 -0.05 0.18
0.07 0.38 0.05
0.01 0.04 -0.06
-0.36 -0.18 0.04
0.01 0.02 0.05
-0.01 0.09 -0.05
0.03 0.03 0.08
0.01 0.00 -0.06
0.06 -0.04 0.04
-0.03 -0.05 -0.13
-0.09 -0.20 -0.09
0.09 0.20 0.04
-0.02 0.01 0.04
-0.04 -0.14 -0.03
0.09 0.18 0.06
-0.03 -0.18 0.00
-0.02 -0.14 0.04
0.09 0.03 0.01
0.08 0.06 0.05
-0.01 0.01 -0.07
0.04 0.02 -0.06
-0.09 -0.07 -0.02
-0.09 -0.03 -0.01
0.05 0.07 0.11
0.05 0.13 0.04
-0.16 0.31 0.03
0.10 -0.26 -0.07
0.11 -0.05 -0.12
-0.02 -0.08 -0.07
0.23 0.28 0.03
-0.10 -0.03 0.02
-0.23 -0.05 0.31
0.17 -0.01 -0.16
0.02 -0.05 -0.06
-0.14 -0.18 -0.04
-0.10 -0.04 0.04
-0.04 0.09 0.10
0.02 0.03 -0.09
-0.02 0.00 0.08

Values from the calculation:
- net charge = 0
- SMILES = O=C(Cc1ccc(Cl)cc1Cl)NCC1(N2CCOCC2)CCCCC1
- F_max (hartree/bohr) = 0.0131
- molecular weight (g mol⁻¹) = 385.33
- HOMO (Eh) = -0.3054
- Kohn-Sham gap (Ha) = 0.324
- energy relative to the best compared isomer or geometry (same formula, charge and spin) (eV) = 0.000
- E_tot (eV) = -52246.0150